Record 1
11 unconnected molecules or ions with the total composition C39H74N5O46S11 at a distorted geometry, computed with ωB97M-V/def2-TZVPD.

Last column: Mulliken charge in e.
Element x y z (Å)
C -1.0470 -3.5994 9.3448  -0.48
C -1.9008 -4.6432 8.6925  -0.19
C -2.1446 -4.6636 7.0377  -0.23
N -3.6352 -4.4176 6.8489  0.12
C -4.1102 -3.1603 6.4782  -0.81
N -5.5872 -2.9836 6.3771  0.54
C -6.2731 -2.6049 7.6603  -0.48
C -6.0901 -2.2863 5.1612  -1.48
C -6.9331 -3.4340 4.3047  -0.85
N -7.9661 -2.8645 3.3560  -0.56
C -4.9625 -1.4626 4.2576  2.13
N -4.9964 -2.2019 2.9031  -0.78
C -4.2966 -1.5591 1.9358  0.63
O -3.6528 -0.8249 0.9877  -0.46
S -5.6808 0.2542 4.0965  1.26
C -6.0841 1.1072 5.7327  -0.84
O -7.0841 0.0678 3.3931  -0.66
O -4.9219 1.2714 3.2368  -0.63
C -3.4313 -1.5697 4.8032  -1.03
C -2.4491 -0.2852 4.4637  -0.37
O -1.0334 -0.7414 4.6693  -0.29
C -0.4969 -0.9667 3.2873  0.18
C 0.9357 -1.7929 3.2932  -0.56
O 1.7171 -1.6124 2.0606  -0.28
C 2.9324 -0.8133 2.2834  -0.29
C 2.7642 0.7548 1.8178  -0.50
N -3.2326 -1.9631 6.2360  0.85
C -3.3510 -0.8784 7.2468  0.60
C -1.7028 -0.4788 7.7994  0.38
C -1.4692 1.2032 8.1598  -0.58
O -1.5863 0.0057 9.2807  -0.48
H 0.0835 -3.4615 9.0759  0.31
H -1.5214 -2.8837 10.1475  0.08
H -2.3775 -5.4484 9.4218  0.28
H -1.4516 -3.9155 6.4649  0.17
H -1.9699 -5.8031 6.7315  0.36
H -4.3549 -5.1683 7.0468  0.40
H -7.4372 -2.4845 7.4279  0.37
H -5.9352 -1.5947 8.1431  -0.33
H -6.2029 -3.5373 8.3861  0.35
H -6.9406 -1.5334 5.5342  0.70
H -6.2566 -4.2817 3.8530  0.21
H -7.5744 -3.9920 5.1476  0.31
H -7.5646 -2.5709 2.4394  0.28
H -8.5293 -2.1143 3.8141  0.29
H -5.1250 1.6798 6.1188  0.27
H -6.8835 1.9496 5.4578  0.47
H -6.5746 0.4039 6.5323  0.20
H -2.9323 -2.4654 4.1835  0.26
H -2.4774 0.0276 3.3110  0.24
H -2.7062 0.6935 5.0502  0.12
H -1.2423 -1.6422 2.6442  0.08
H -0.3910 0.0569 2.6815  0.09
H 0.6444 -2.9393 3.3810  0.19
H 1.4880 -1.4995 4.2824  0.24
H 3.7703 -1.2804 1.5749  0.24
H 3.3667 -0.8655 3.3687  0.29
H 2.8193 0.7991 0.6300  0.01
H 1.7481 1.2153 2.1723  0.20
H 3.6570 1.3469 2.3293  0.30
H -3.7974 -1.2104 8.3032  -0.10
H -3.7445 0.1580 6.8880  -0.50
H -0.7490 -1.0982 7.2700  0.16
H -2.4688 1.8114 8.2627  0.22
H -0.3867 1.5978 8.3971  0.30
C -3.2542 1.7993 -1.4714  -0.32
C -4.4675 0.9155 -1.7482  -0.24
O -5.1934 1.5887 -2.7741  -0.35
S -4.1408 2.3840 -3.7333  1.17
O -3.8776 1.5619 -4.8934  -0.59
O -4.5585 3.7637 -3.8247  -0.58
O -2.8473 2.2976 -2.7448  -0.34
H -3.5241 2.6533 -0.8419  0.30
H -2.4382 1.2446 -1.0005  0.31
H -5.0917 0.7758 -0.8624  0.32
H -4.1626 -0.0622 -2.1361  0.29
C -4.1633 -1.0528 11.9361  -0.40
C -5.3778 -1.0226 12.8601  -0.43
O -6.4470 -0.5308 12.0552  -0.32
S -6.2187 -1.0184 10.5155  1.19
O -7.0156 -2.2049 10.2952  -0.55
O -6.2782 0.1406 9.6556  -0.53
O -4.6605 -1.4733 10.6667  -0.12
H -3.7322 -0.0533 11.8189  0.30
H -3.3919 -1.7417 12.2906  0.33
H -5.2232 -0.3803 13.7303  0.34
H -5.6434 -2.0309 13.1949  0.31
C -0.8448 0.2596 -4.6702  0.74
C -1.0193 -0.6892 -5.8531  -0.42
O 0.0715 -1.6029 -5.7626  -0.37
S 0.4485 -1.8241 -4.1912  1.05
O -0.1963 -3.0369 -3.7390  -0.62
O 1.8605 -1.5725 -4.0202  -0.29
O -0.3812 -0.5541 -3.5940  -0.22
H -0.0804 1.0147 -4.8801  0.07
H -1.7800 0.7558 -4.3976  -0.55
H -1.0056 -0.1661 -6.8122  0.37
H -1.9482 -1.2625 -5.7647  0.32
C 4.3024 2.5723 -2.5564  -0.42
C 3.1960 2.9064 -3.5533  0.18
O 3.0466 1.7345 -4.3516  -0.25
S 3.3769 0.4249 -3.4372  0.88
O 2.1250 -0.1203 -2.9610  -0.50
O 4.3726 -0.3691 -4.1188  -0.49
O 4.0944 1.2068 -2.1996  -0.31
H 5.2901 2.6563 -3.0210  0.31
H 4.2637 3.2086 -1.6682  0.35
H 3.4436 3.7687 -4.1768  0.00
H 2.2456 3.0891 -3.0407  0.18
C 6.8105 -3.9081 -5.1462  -0.08
C 6.9950 -2.4228 -4.8468  -0.04
O 8.0470 -2.3635 -3.8863  -0.23
S 9.0849 -3.5915 -4.1608  1.17
O 10.1912 -3.0815 -4.9400  -0.59
O 9.2616 -4.3244 -2.9288  -0.55
O 8.1251 -4.4623 -5.1499  -0.34
H 6.2354 -4.4010 -4.3557  0.33
H 6.3226 -4.0775 -6.1097  0.05
H 6.0864 -1.9614 -4.4526  0.12
H 7.3215 -1.8785 -5.7393  0.22
C 0.9141 6.0112 -6.3442  -0.26
C 1.0985 7.4965 -6.0448  -0.38
O 2.1505 7.5558 -5.0843  -0.31
S 3.1884 6.3278 -5.3589  1.12
O 4.2947 6.8378 -6.1380  -0.55
O 3.3651 5.5948 -4.1268  -0.58
O 2.2286 5.4570 -6.3479  -0.24
H 0.3389 5.5183 -5.5537  0.23
H 0.4261 5.8417 -7.3077  0.31
H 0.1899 7.9579 -5.6506  0.31
H 1.4250 8.0408 -6.9373  0.31
C 4.9436 -4.2145 -10.4015  -0.35
C 6.0800 -4.6644 -9.4873  -0.30
O 6.6705 -3.4595 -9.0053  -0.31
S 5.5142 -2.3159 -8.8806  1.10
O 5.0656 -2.2758 -7.5064  -0.48
O 5.9526 -1.1426 -9.6000  -0.57
O 4.3731 -3.0716 -9.7663  -0.32
H 5.3240 -3.9057 -11.3805  0.30
H 4.1881 -4.9935 -10.5349  0.31
H 6.8201 -5.2736 -10.0117  0.35
H 5.6959 -5.2205 -8.6256  0.25
C 9.6121 -1.5081 -1.2028  -0.03
C 10.7486 -1.9581 -0.2886  -0.29
O 11.3390 -0.7531 0.1935  -0.32
S 10.1828 0.3905 0.3182  1.08
O 9.7341 0.4306 1.6923  -0.55
O 10.6212 1.5638 -0.4012  -0.54
O 9.0416 -0.3652 -0.5675  -0.27
H 9.9926 -1.1993 -2.1817  0.19
H 8.8566 -2.2871 -1.3361  0.15
H 11.4886 -2.5672 -0.8129  0.29
H 10.3645 -2.5141 0.5732  0.31
C -6.7259 5.1619 -2.2212  -0.15
C -7.7737 4.3822 -1.4313  -0.24
O -8.4243 5.3532 -0.6149  -0.32
S -8.4448 6.7807 -1.4037  1.07
O -9.7311 6.9209 -2.0495  -0.53
O -7.8858 7.7907 -0.5354  -0.54
O -7.3412 6.4078 -2.5442  -0.31
H -5.8424 5.3671 -1.6082  0.23
H -6.4223 4.6391 -3.1321  0.22
H -7.3311 3.5953 -0.8160  0.22
H -8.5241 3.9440 -2.0978  0.36
C 6.3735 2.9914 -9.4340  -0.31
C 5.1603 2.1076 -9.7107  -0.17
O 4.4344 2.7808 -10.7367  -0.33
S 5.4870 3.5761 -11.6958  1.08
O 5.7502 2.7539 -12.8559  -0.53
O 5.0693 4.9558 -11.7872  -0.52
O 6.7805 3.4897 -10.7073  -0.33
H 6.1037 3.8454 -8.8044  0.28
H 7.1895 2.4367 -8.9630  0.31
H 4.5361 1.9678 -8.8249  0.33
H 5.4651 1.1299 -10.0987  0.23

The value obtained for the strongest force on any atom is 0.2213 Eh/bohr. The value obtained for the frontier orbital gap is 5.8 eV. For the molar mass, the calculation gives 1701.7 g/mol. For the HOMO energy, the calculation gives -10.512 eV. The calculation puts the total energy at -9644.017224 Ha. The net charge is +1.

=====

Record 2
A molecular structure, C39H75N7O3P3Ta, computed with ωB97M-V/def2-TZVPD.

Last column: Mulliken charge in e.
Element x y z (Å)
Ta -0.3506 -0.2464 -0.7357  0.44
C 1.9125 3.7886 -0.3960  -1.72
C 1.9344 3.1596 -1.7917  0.36
C 3.3373 2.7007 -2.1769  -1.48
P 0.5000 1.9875 -2.0163  0.49
C -0.8401 3.2595 -2.3005  0.62
C -0.9604 3.7378 -3.7493  -1.91
C -2.2196 2.9100 -1.7642  -1.72
C 0.9972 1.0054 -3.4566  -0.26
C 1.2984 1.6230 -4.6694  -0.60
C 1.9791 0.9636 -5.6871  0.26
C 2.2671 1.6265 -6.9997  -1.79
C 2.4498 -0.3196 -5.4105  -1.32
C 2.1559 -0.9574 -4.2201  -0.29
C 1.3528 -0.3393 -3.2629  0.80
N 0.9532 -1.0028 -2.0525  1.05
C 1.2015 -2.4196 -1.9039  -0.99
C 0.9849 -3.3355 -2.9290  -0.42
C 1.1789 -4.6920 -2.7089  -1.63
C 1.5840 -5.1849 -1.4695  0.42
C 1.8544 -6.6439 -1.2489  -1.59
C 1.7247 -4.2650 -0.4319  -0.21
C 1.5215 -2.9010 -0.6267  -0.19
P 1.5208 -1.6489 0.6779  1.08
C 3.2492 -1.0266 0.8174  0.69
C 4.2816 -2.1137 0.5147  -1.65
C 3.4578 0.1850 -0.0744  -1.58
C 1.1046 -2.3944 2.3128  1.45
C -0.1868 -3.2062 2.2382  -0.98
C 2.2223 -3.1873 2.9970  -1.56
H 2.6901 4.5502 -0.3268  0.49
H 0.9634 4.2720 -0.1558  0.35
H 2.1215 3.0294 0.3635  0.14
H 1.6343 3.9254 -2.5176  1.06
H 3.8358 2.1801 -1.3673  0.31
H 3.3547 2.0723 -3.0655  0.21
H 3.9307 3.5893 -2.3965  0.50
H -0.4455 4.0848 -1.7005  0.47
H -1.2316 2.9201 -4.4163  0.46
H -1.7560 4.4830 -3.7905  0.47
H -0.0584 4.2272 -4.1142  0.42
H -2.7476 2.2532 -2.4529  0.31
H -2.1857 2.4383 -0.7810  0.24
H -2.8018 3.8285 -1.6757  0.74
H 1.0412 2.6587 -4.8279  0.21
H 1.8896 2.6462 -7.0306  0.38
H 3.3396 1.6460 -7.1973  0.40
H 1.8037 1.0678 -7.8144  0.39
H 3.0704 -0.8279 -6.1384  0.51
H 2.5757 -1.9349 -4.0384  0.86
H 0.6707 -3.0002 -3.9080  0.99
H 1.0201 -5.3820 -3.5287  0.46
H 1.6956 -7.2206 -2.1570  0.44
H 2.8862 -6.7967 -0.9296  0.36
H 1.2085 -7.0503 -0.4692  0.35
H 1.9993 -4.6357 0.5465  0.52
H 3.3329 -0.7174 1.8652  0.53
H 4.2932 -2.3469 -0.5505  0.33
H 5.2719 -1.7457 0.7864  0.50
H 4.1125 -3.0379 1.0636  0.41
H 3.3923 -0.0843 -1.1303  0.22
H 2.7164 0.9634 0.1292  -0.05
H 4.4522 0.6031 0.0915  0.84
H 0.9186 -1.4958 2.9166  -0.36
H -0.0750 -4.0824 1.5985  0.27
H -0.4407 -3.5697 3.2339  0.65
H -1.0239 -2.6024 1.8801  -0.30
H 2.4766 -4.1026 2.4665  0.18
H 3.1330 -2.6058 3.1300  0.45
H 1.8775 -3.4832 3.9889  0.52
N -1.5604 -2.3266 -0.8884  -1.11
C -2.7467 -2.3294 -1.8024  -0.59
C -2.4158 -1.8911 -3.2228  -0.81
C -1.9509 -0.4624 -3.3347  0.02
O -1.8084 0.2044 -4.2959  -0.47
O -1.6472 0.0344 -2.0563  1.20
H -0.9398 -3.0922 -1.1538  0.34
H -1.9015 -2.5466 0.0456  0.11
H -3.4959 -1.6738 -1.3622  0.02
H -3.1663 -3.3351 -1.8331  0.73
H -3.2868 -2.0146 -3.8683  0.68
H -1.6325 -2.5192 -3.6566  0.11
C -4.0418 -2.4096 2.3904  -1.12
N -3.1132 -1.2835 2.5905  0.40
C -2.5154 -1.3003 3.9343  -1.19
P -3.0684 0.0461 1.6493  -1.37
O -1.8039 0.0710 0.7261  0.99
N -2.8784 1.3515 2.6441  0.68
C -2.4587 2.6262 2.0496  -0.80
C -3.8647 1.5705 3.7212  -1.08
N -4.4230 0.0049 0.7320  0.38
C -4.5232 0.6648 -0.5737  -0.63
C -5.7194 0.0643 1.4455  -1.08
H -4.8335 -2.3947 3.1413  0.44
H -3.4909 -3.3447 2.5054  0.33
H -4.4892 -2.3789 1.4016  0.39
H -3.2781 -1.1658 4.7030  0.46
H -1.7631 -0.5220 4.0346  0.23
H -2.0480 -2.2685 4.1005  0.46
H -1.7144 2.4635 1.2739  -0.10
H -2.0228 3.2527 2.8300  0.43
H -3.3034 3.1773 1.6266  0.32
H -4.3089 0.6360 4.0500  0.38
H -4.6630 2.2385 3.3933  0.36
H -3.3636 2.0262 4.5759  0.31
H -3.5971 0.5627 -1.1222  -0.41
H -4.7690 1.7251 -0.4719  0.35
H -5.3270 0.1895 -1.1374  0.45
H -5.6544 -0.3741 2.4374  0.39
H -6.4567 -0.4986 0.8742  0.38
H -6.0636 1.0962 1.5346  0.33
N 2.0693 3.1897 5.4254  -0.07
C 0.6156 2.9120 5.1455  -1.04
C 0.4971 1.6977 4.2248  0.26
N 1.2521 1.8219 2.9773  0.55
C 2.6537 2.1291 3.2743  -0.69
C 2.8448 3.3661 4.1459  -0.98
H 2.4689 2.4144 5.9617  0.40
H 2.1658 4.0198 6.0163  0.37
H 0.2179 3.8137 4.6793  0.36
H 0.1123 2.7572 6.0988  0.48
H -0.5564 1.5220 4.0069  -0.82
H 0.8659 0.8125 4.7543  0.57
H 0.8536 2.5609 2.4045  0.12
H 3.2157 2.2700 2.3515  0.24
H 3.0872 1.2603 3.7807  0.48
H 2.4474 4.2612 3.6667  0.37
H 3.8894 3.5379 4.4002  0.47

The value obtained for the strongest force on any atom is 0.0191 Eh/bohr. As for the energy relative to the best compared isomer or geometry (same formula, charge and spin): 0.000 eV. The value obtained for the frontier orbital gap is 6.0 eV. For the molar mass, the calculation gives 963.9 g/mol. For the HOMO energy, the calculation gives -17.191 eV. The calculation puts the total energy at -3220.044544 Ha. The net charge is +4.